Entry 1:
H20O10 | ωB97M-V with the def2-TZVPD basis set

Computed properties:
* LUMO level: -0.32 eV
* HOMO: -10.76 eV
* total energy: -764.3240 a.u.
* ΔE to the lowest compared entry with this formula, charge and spin: 99.1 kcal per mole
* Kohn-Sham gap: 0.3838 hartree
* SMILES: O.O.O.O.O.O.O.O.O.O

Last column: Löwdin charge in e.
Positions of all 30 atoms, in Å:
O (0.38, 0.08, 0.23)  -0.04
H (-0.45, 0.05, -0.26)  0.02
H (0.95, 0.64, -0.31)  0.04
O (-2.66, 3.18, -0.94)  -0.06
H (-2.30, 3.61, -0.16)  0.00
H (-2.05, 3.42, -1.65)  0.03
O (3.19, 3.64, -3.98)  -0.06
H (2.54, 2.97, -3.72)  0.03
H (3.26, 4.21, -3.20)  0.03
O (1.04, 1.81, 2.73)  -0.05
H (1.06, 2.45, 3.45)  0.06
H (1.10, 0.96, 3.17)  0.07
O (0.47, -3.26, 0.68)  -0.06
H (0.38, -4.09, 0.21)  0.04
H (-0.44, -2.95, 0.79)  -0.02
O (-0.77, 3.29, 1.32)  -0.06
H (-0.13, 2.84, 1.89)  -0.02
H (-0.22, 3.79, 0.70)  0.04
O (-2.66, -0.15, -2.53)  -0.05
H (-1.94, -0.74, -2.77)  0.03
H (-2.29, 0.41, -1.84)  0.01
O (-1.81, -4.00, 0.71)  -0.08
H (-1.84, -3.69, -0.20)  0.08
H (-2.72, -4.21, 0.93)  0.09
O (-1.42, -3.55, 3.07)  -0.07
H (-1.26, -3.25, 2.17)  -0.03
H (-2.08, -2.93, 3.42)  0.04
O (4.04, -1.81, -1.48)  -0.06
H (4.90, -1.43, -1.68)  0.03
H (3.72, -1.27, -0.75)  0.03

Entry 2:
H20O10 | ωB97M-V with the def2-TZVPD basis set

Computed properties:
* LUMO level: -0.16 eV
* HOMO: -9.86 eV
* total energy: -764.3934 a.u.
* ΔE to the lowest compared entry with this formula, charge and spin: 55.5 kcal per mole
* Kohn-Sham gap: 0.3566 hartree
* SMILES: O.O.O.O.O.O.O.O.O.O

Last column: Löwdin charge in e.
Positions of all 30 atoms, in Å:
O (-0.71, -1.99, -2.45)  -0.05
H (0.05, -1.40, -2.46)  -0.02
H (-0.24, -2.81, -2.63)  0.08
O (-0.82, 0.05, -0.07)  0.00
H (-0.49, 0.92, -0.07)  0.00
H (-0.81, -0.26, -0.96)  0.04
O (-0.05, 2.81, 0.13)  -0.02
H (0.00, 3.74, 0.29)  0.07
H (-0.29, 2.50, 0.98)  -0.03
O (-2.03, -2.74, -0.24)  -0.02
H (-2.47, -2.07, 0.22)  0.00
H (-1.83, -2.42, -1.11)  -0.01
O (0.33, -2.72, 1.04)  -0.06
H (0.79, -3.13, 0.32)  0.01
H (-0.52, -2.55, 0.61)  -0.03
O (1.99, -0.20, 1.02)  -0.08
H (1.18, -0.42, 0.55)  -0.02
H (2.46, 0.44, 0.42)  0.00
O (-0.56, 1.87, 2.60)  -0.03
H (-0.93, 1.44, 3.37)  0.07
H (0.31, 2.19, 2.85)  0.06
O (1.45, -0.38, -2.69)  -0.03
H (2.23, -0.39, -2.12)  0.06
H (1.32, 0.55, -2.85)  0.06
O (-2.75, -0.33, 1.65)  -0.05
H (-3.12, 0.45, 2.05)  0.04
H (-2.12, -0.05, 1.00)  -0.05
O (2.61, 1.94, -0.61)  -0.06
H (1.78, 2.28, -0.25)  0.00
H (3.25, 2.67, -0.59)  0.07